38
Properties=species:S:1:pos:R:3:forces:R:3 method="wB97M-V/def2-TZVPD" fmax_ha_per_bohr=0.117 energy_ev=-24942.8723 orbital_gap_ev=9.93 relative_energy_kcal_mol=185.48 multiplicity=1
C -1.599576 1.846355 0.502816 -0.1 4.4 0.3
C -0.671520 0.709347 0.436184 1.9 2.4 4.9
C -2.357623 2.249893 1.866976 0.4 -3.6 -1.8
C -3.069373 1.009546 2.507527 -3.0 -0.9 2.2
C -1.471480 2.989936 2.833695 -4.9 -2.2 2.8
C -2.411594 3.647986 3.933633 -0.4 0.4 4.0
C 0.613805 -0.899154 -0.898130 -1.3 0.5 -4.2
C 0.807940 -2.094762 0.000128 -0.4 -3.6 1.0
C 1.929493 -0.270899 -1.332319 2.9 -0.8 -0.6
C 3.003676 -1.521021 -1.619607 2.1 2.1 -0.2
C 2.689389 -2.033027 -3.146253 0.8 0.4 3.0
H -2.200552 3.194151 -1.021246 -1.5 -2.5 0.7
H -3.498854 1.783271 -0.676353 3.6 2.1 0.0
H -0.700022 2.660951 0.605144 -2.1 -1.5 -1.0
H -3.156825 2.794838 1.380864 -0.1 0.8 0.7
H -2.592124 0.173970 3.131291 0.5 2.0 -0.5
H -3.961375 1.435439 3.196509 2.1 -1.0 -1.3
H -3.686329 0.287155 1.906406 0.6 1.2 -0.7
H -0.799087 2.306823 3.328790 0.2 -0.1 -0.1
H -0.993054 3.754589 2.428712 2.4 3.3 -2.1
H -3.546259 2.980903 4.317585 4.1 2.0 -1.2
H -2.863293 4.848939 3.804063 1.9 -3.6 0.2
H -1.378587 3.533324 5.008138 -3.8 1.0 -2.6
H -1.272299 0.253209 -1.260890 0.8 -0.3 -0.8
H 0.220432 -1.366498 -1.871098 0.5 0.3 1.4
H 2.177901 0.557109 -0.616238 0.4 -1.2 -0.4
H 2.007260 0.168688 -2.347303 -1.3 0.2 0.7
H 2.830654 -2.256045 -0.853819 0.4 -0.2 -0.6
H 4.175697 -1.273762 -1.453432 -2.9 0.0 -0.9
H 1.321501 -3.001569 -2.150670 0.6 0.1 -1.0
H 0.291063 -1.081707 1.467457 -0.4 2.7 0.9
N -2.431411 2.188271 -0.698244 -0.8 -0.6 -0.1
N -0.399815 0.197770 -0.725237 -0.2 -2.6 0.1
O 0.021773 0.661117 1.520850 -0.8 -1.8 -2.5
O 1.331989 -3.184541 -0.451682 -3.2 4.0 2.3
O 3.403190 -1.724538 -4.070413 -1.8 -0.8 0.6
O 1.537168 -2.786357 -3.116378 1.0 0.5 -0.5
O 0.288870 -1.998335 1.259190 1.6 -2.9 -2.7